# 1
This record from the Open Molecules 2025 dataset describes a structure of composition C17H20AuN3O4S. The level of theory is the ωB97M-V functional and the def2-TZVPD basis.

CARTESIAN COORDINATES (ANGSTROEM)
Au -0.187 -0.308 -0.588
O 4.139 0.888 -0.318
C 2.892 0.520 -0.213
O 2.226 0.047 -1.111
C 2.320 0.761 1.157
C 3.072 1.289 2.203
C 2.439 1.503 3.420
C 1.094 1.189 3.562
C 0.421 0.648 2.467
N 1.043 0.448 1.310
C -1.014 0.208 2.498
O -1.722 0.361 3.591
O -1.519 -0.339 1.537
H 4.519 0.726 -1.202
H 4.114 1.523 2.051
H 2.989 1.921 4.246
H 0.595 1.353 4.506
H -1.327 0.860 4.323
C -1.238 1.291 -1.671
C -0.236 1.675 -2.613
C 0.827 2.528 -2.225
C 1.790 2.912 -3.130
C 1.735 2.459 -4.447
C 0.694 1.628 -4.856
C -0.277 1.237 -3.958
H -2.145 0.876 -2.090
H -1.416 1.983 -0.856
H 0.860 2.880 -1.204
H 2.588 3.569 -2.817
H 2.495 2.762 -5.151
H 0.642 1.300 -5.882
H -1.091 0.605 -4.282
C -2.723 -2.726 -1.352
N -2.612 -2.890 0.076
C -1.473 -2.954 0.729
S 0.043 -2.742 -0.118
N -1.402 -3.164 2.033
C -2.525 -3.131 2.947
H -3.730 -2.987 -1.663
H -2.012 -3.377 -1.863
H -2.517 -1.693 -1.642
H -3.474 -2.961 0.601
H -0.482 -3.330 2.416
H -3.218 -3.954 2.768
H -3.051 -2.179 2.849
H -2.148 -3.215 3.962

Properties
Kohn-Sham gap, eV: 5.273
Highest occupied orbital energy, eV: -14.22
Charge: +2
Spin multiplicity: 1

Taken from the natural (NBO) analysis, the atomic charges in e are: 1.012, -0.637, 0.788, -0.613, 0.069, -0.150, -0.134, -0.172, 0.061, -0.452, 0.785, -0.623, -0.607, 0.531, 0.267, 0.259, 0.231, 0.514, -0.304, -0.134, -0.110, -0.179, -0.058, -0.218, -0.083, 0.241, 0.240, 0.223, 0.237, 0.249, 0.255, 0.238, -0.409, -0.561, 0.400, -0.342, -0.562, -0.444, 0.237, 0.241, 0.186, 0.421, 0.431, 0.221, 0.217, 0.241

=====

# 2
This record from the Open Molecules 2025 dataset describes an isolated molecule of C10H12ClNOS. The level of theory is the ωB97M-V functional and the def2-TZVPD basis.

CARTESIAN COORDINATES (ANGSTROEM)
H 3.486 1.543 -1.818
N 2.761 1.887 -1.185
C 2.359 1.027 -0.392
C 1.322 1.224 0.632
C 1.666 1.402 1.893
C -0.058 1.315 0.190
C -1.021 2.034 0.842
S -0.413 0.409 -1.350
C -1.681 -0.875 -0.932
C -1.322 -2.083 -1.876
C -1.759 -1.205 0.488
C -2.731 -1.054 1.399
C 3.114 -0.303 -0.468
O 3.985 -0.774 0.183
Cl 2.620 -1.008 -2.042
H 2.649 1.249 2.205
H 1.006 1.554 2.695
H -2.028 1.909 0.529
H -0.818 2.492 1.807
H -2.657 -0.399 -1.209
H -0.218 -2.499 -1.640
H -1.193 -1.836 -2.854
H -2.049 -2.749 -1.650
H -0.813 -1.446 0.987
H -2.587 -1.301 2.441
H -3.617 -0.513 1.127

Properties
Kohn-Sham gap, eV: 8.751
Highest occupied orbital energy, eV: -8.77
Spin multiplicity: 1
SMILES: [H]/N=C(/C(=C)C(=C)S[C@@H](C)C=C)C(=O)Cl
Energy above the lowest of the compared OMol25 structures with the same formula, charge and spin, kcal per mole: 103.6

Taken from the natural (NBO) analysis, the atomic charges in e are: 0.354, -0.532, 0.192, -0.137, -0.300, -0.154, -0.344, 0.208, -0.357, -0.582, -0.192, -0.373, 0.521, -0.468, -0.092, 0.203, 0.201, 0.206, 0.201, 0.215, 0.212, 0.216, 0.213, 0.197, 0.207, 0.185

=====

# 3
This record from the Open Molecules 2025 dataset describes a structure of composition FNO4S. The level of theory is the ωB97M-V functional and the def2-TZVPD basis.

CARTESIAN COORDINATES (ANGSTROEM)
N 1.310 -0.549 -0.249
O 1.089 -0.704 -1.386
O 1.320 -1.148 0.745
O -0.997 0.322 0.316
O -3.458 0.684 0.373
F 2.002 0.919 -0.115
S -2.159 1.102 0.792

Properties
Kohn-Sham gap, eV: 10.742
Highest occupied orbital energy, eV: -12.38
Spin multiplicity: 1
Energy above the lowest of the compared OMol25 structures with the same formula, charge and spin, kcal per mole: 35.3

Taken from the natural (NBO) analysis, the atomic charges in e are: 0.810, -0.212, -0.206, -0.848, -0.803, -0.394, 1.653

=====

# 4
This record from the Open Molecules 2025 dataset describes a cluster of 2 separate species, C2H4N3O5 in total. The level of theory is the ωB97M-V functional and the def2-TZVPD basis.

CARTESIAN COORDINATES (ANGSTROEM)
C -0.687 0.271 0.006
C 0.691 0.075 -0.475
N 1.673 0.320 0.384
N 0.604 -2.588 0.444
N 2.939 0.300 0.106
O 3.734 0.504 1.012
O -0.621 -2.704 0.723
O 1.371 -3.529 0.351
O 3.342 0.079 -1.099
O 0.918 -0.221 -1.745
H -0.877 1.246 0.358
H -0.689 -0.507 0.843
H -1.413 -0.103 -0.802
H 1.896 -0.365 -1.740

Properties
Kohn-Sham gap (alpha / beta), eV: 6.267 / 6.268
Highest occupied orbital energy (alpha / beta), eV: -3.31 / -3.31
Charge: -1
Spin multiplicity: 1
Energy above the lowest of the compared OMol25 structures with the same formula, charge and spin, kcal per mole: 0.0

Taken from the natural (NBO) analysis, the atomic charges in e are: -0.723, 0.699, -0.441, 0.220, 0.618, -0.380, -0.606, -0.523, -0.530, -0.634, 0.231, 0.326, 0.234, 0.509

=====

# 5
This record from the Open Molecules 2025 dataset describes a structure of composition C24H17BaBrN5O2. The level of theory is the ωB97M-V functional and the def2-TZVPD basis.

CARTESIAN COORDINATES (ANGSTROEM)
Ba 0.000 0.000 0.000
O -0.247 -0.628 2.585
C 0.455 -0.626 3.654
C -0.168 -1.082 4.848
C 0.453 -1.144 6.095
C 1.765 -0.743 6.211
C 2.435 -0.285 5.076
C 1.826 -0.210 3.787
C 2.678 0.308 2.649
N 2.386 0.485 1.366
C 3.493 0.978 0.738
C 4.520 1.122 1.629
N 3.998 0.700 2.820
H -1.208 -1.405 4.779
H -0.102 -1.506 6.953
H 2.269 -0.783 7.170
H 3.463 0.015 5.233
H 3.480 1.197 -0.320
H 5.535 1.472 1.531
H 4.496 0.677 3.691
Br -8.945 3.345 -0.271
C -8.132 2.298 -1.619
C -6.889 2.668 -2.130
C -6.296 1.897 -3.135
C -6.928 0.743 -3.612
C -8.185 0.395 -3.098
C -8.786 1.166 -2.101
N -6.363 -0.028 -4.649
N -5.710 -1.061 -4.336
C -4.841 -0.992 -3.212
C -5.294 -1.489 -2.001
C -4.479 -1.421 -0.883
C -3.165 -0.895 -0.892
O -2.555 -0.882 0.249
C -2.648 -0.432 -2.195
N -1.372 0.070 -2.432
C -0.965 0.472 -3.647
C -1.761 0.426 -4.757
C -3.043 -0.064 -4.586
C -3.518 -0.498 -3.324
H -6.365 3.540 -1.748
H -5.320 2.178 -3.524
H -8.688 -0.491 -3.477
H -9.755 0.872 -1.706
H -6.290 -1.907 -1.912
H -4.875 -1.790 0.065
H 0.054 0.840 -3.688
H -1.402 0.755 -5.723
H -3.687 -0.115 -5.461
H 1.695 0.923 -1.758

Properties
Kohn-Sham gap, eV: 5.917
Highest occupied orbital energy, eV: -3.79
Charge: -1
Spin multiplicity: 1

Taken from the natural (NBO) analysis, the atomic charges in e are: 1.826, -0.851, 0.391, -0.298, -0.200, -0.317, -0.185, -0.171, 0.359, -0.585, -0.095, -0.123, -0.530, 0.209, 0.196, 0.194, 0.170, 0.255, 0.207, 0.406, 0.045, -0.108, -0.209, -0.216, 0.090, -0.221, -0.226, -0.132, -0.076, -0.063, -0.194, -0.314, 0.360, -0.817, 0.056, -0.514, 0.032, -0.276, -0.166, -0.022, 0.228, 0.230, 0.224, 0.226, 0.205, 0.215, 0.237, 0.215, 0.218, -0.885

=====

# 6
This record from the Open Molecules 2025 dataset describes a cluster of 13 separate species, C4H36NO15 in total. The level of theory is the ωB97M-V functional and the def2-TZVPD basis.

CARTESIAN COORDINATES (ANGSTROEM)
O -0.890 -2.852 -1.461
C -0.285 -1.658 -1.179
C -1.025 -0.916 0.009
C -0.019 -0.083 0.842
C -0.457 0.253 2.252
O 0.183 1.117 0.028
N -2.171 -0.084 -0.420
H -0.098 -1.081 -2.110
H -1.415 -1.712 0.757
H 0.958 -0.513 0.663
H -1.213 1.021 2.169
H -0.721 -0.630 2.804
H 0.378 0.676 2.865
H 0.958 1.542 0.490
H -2.806 -0.663 -1.026
H -1.806 0.670 -1.018
H -2.647 0.246 0.452
H -0.187 1.450 5.114
H -0.230 2.856 4.674
O -0.602 1.996 4.426
H 2.284 2.916 -0.069
H 1.976 3.317 1.419
O 2.235 2.581 0.841
H 3.101 -1.686 -1.285
H 4.375 -1.120 -0.702
O 3.970 -1.962 -0.976
H -4.478 2.492 0.022
H -3.347 2.795 0.943
O -3.741 2.049 0.479
H 1.248 -2.251 0.017
H 1.140 -4.158 0.779
O 1.074 -1.847 -0.838
H 2.437 1.051 -1.923
H 2.166 0.062 -2.978
O 2.719 0.196 -2.200
H 0.226 1.200 -2.028
H 0.020 2.213 -3.213
O -0.048 1.268 -2.968
H 0.695 4.528 -0.651
H -0.035 5.492 0.430
O 0.050 5.221 -0.487
H 3.583 2.214 -1.856
H 3.528 3.804 -2.198
O 3.067 3.029 -1.854
H -4.967 -0.214 1.587
H -4.458 -1.646 1.272
O -4.173 -0.741 1.497
H 2.567 -4.617 -0.871
H 3.525 -4.336 0.245
O 2.687 -4.772 0.065
H -2.950 -2.892 -1.132
H -3.729 -2.524 -2.339
O -3.689 -2.314 -1.387
H 0.776 -3.737 2.231
H -0.275 -3.659 -1.506
O 0.538 -3.590 1.307

Properties
Kohn-Sham gap (alpha / beta), eV: 2.082 / 10.175
Highest occupied orbital energy (alpha / beta), eV: -2.09 / -10.28
⟨S²⟩: 0.751
Spin multiplicity: 2
Energy above the lowest of the compared OMol25 structures with the same formula, charge and spin, kcal per mole: 19.3

Taken from the natural (NBO) analysis, the atomic charges in e are: -0.772, 0.351, -0.118, 0.034, -0.700, -0.846, -0.746, 0.182, 0.239, 0.219, 0.225, 0.212, 0.245, 0.509, 0.459, 0.450, 0.497, 0.460, 0.454, -0.982, 0.479, 0.427, -1.069, 0.502, 0.474, -0.988, 0.469, 0.466, -1.044, 0.506, 0.502, -0.764, 0.464, 0.486, -0.966, 0.490, 0.479, -1.024, 0.450, 0.429, -1.070, 0.480, 0.486, -1.054, 0.486, 0.481, -0.971, 0.481, 0.503, -0.959, 0.498, 0.482, -0.975, 0.482, 0.509, -0.996

=====

| no. | energy (eV) | largest force on an atom (hartree/bohr) |
| --- | --- | --- |
| 1 | -45126.2899 | 0.024 |
| 2 | -37456.1998 | 0.112 |
| 3 | -23227.6968 | 0.061 |
| 4 | -16842.0648 | 0.069 |
| 5 | -107445.9409 | 0.067 |
| 6 | -36931.6184 | 0.061 |